#i
# C4H27N2O11

10 unconnected molecules or ions with the total composition C4H27N2O11 (ωB97M-V with the def2-TZVPD basis set, the OMol25 dataset).

Values from the calculation:
HOMO-LUMO gap: 7.8 eV
total charge: -1

Structure (XYZ):
```
44
Properties=species:S:1:pos:R:3:nbo_charge:R:1
O -3.743 -1.134 1.630 -0.982
O -0.109 -2.526 2.612 -0.965
O -3.259 0.492 -0.749 -1.068
O -1.410 -1.082 -1.289 -0.945
O -0.878 3.390 1.964 -1.004
O 1.413 1.138 3.288 -0.939
O -1.465 -2.067 -3.600 -1.027
O 0.777 -3.344 -3.150 -0.981
O 1.906 4.109 0.618 -0.969
O -2.329 1.065 1.782 -1.036
O 3.620 0.958 -0.960 -0.661
N 3.006 -0.722 0.421 -0.828
N 0.379 -0.383 0.135 -0.709
C 1.045 0.564 -2.154 -0.619
C 1.252 0.515 -0.658 -0.146
C -0.352 -1.505 -0.537 0.098
C 2.736 0.340 -0.383 0.669
H -1.691 -2.017 -2.570 0.526
H -1.606 -1.155 -3.865 0.465
H 2.442 3.322 0.476 0.478
H 1.593 1.358 -2.628 0.224
H 0.110 -2.783 -3.630 0.504
H -1.374 3.718 1.205 0.481
H 0.335 -1.907 2.017 0.492
H 3.873 -1.120 0.729 0.392
H 1.393 -0.371 -2.599 0.196
H 1.185 3.896 1.223 0.490
H -0.376 0.185 0.493 0.379
H -2.492 -0.209 -0.918 0.511
H -3.079 -1.384 0.962 0.516
H -1.309 2.600 2.325 0.510
H -0.007 0.749 -2.464 0.237
H -4.134 0.131 -0.606 0.462
H 0.381 -1.909 -1.234 0.148
H -2.627 1.240 0.866 0.517
H 1.805 2.016 3.363 0.465
H -0.640 -2.252 0.253 0.137
H 1.501 -2.718 -3.010 0.448
H -3.761 -1.702 2.404 0.475
H -3.043 0.561 2.212 0.498
H -0.565 -2.043 3.303 0.467
H 2.200 -1.099 0.900 0.409
H 1.185 1.556 -0.253 0.211
H 0.532 1.362 2.960 0.475
```

=====

#ii
# C4H27N2O11

11 unconnected molecules or ions with the total composition C4H27N2O11 (ωB97M-V with the def2-TZVPD basis set, the OMol25 dataset).

Values from the calculation:
HOMO-LUMO gap: 9.0 eV
total charge: -1

Structure (XYZ):
```
44
Properties=species:S:1:pos:R:3:nbo_charge:R:1
O -3.513 -1.835 -0.749 -0.984
O -1.760 -0.233 -3.642 -0.983
O 1.881 0.543 -2.534 -0.954
O -0.835 -1.134 -1.142 -0.845
O 3.403 0.234 0.918 -0.592
O 0.416 3.680 0.355 -0.955
O -0.047 0.629 2.976 -1.009
O 1.001 3.245 2.973 -1.029
O -1.987 -2.733 1.284 -0.991
O 0.348 -3.268 -0.070 -1.022
O 3.431 -1.515 -1.079 -1.002
N -1.277 1.794 -1.422 -0.875
N 0.678 -0.472 0.400 -0.948
C -0.400 -0.286 -0.339 0.626
C -2.646 0.616 0.394 -0.654
C -1.290 0.983 -0.142 -0.149
C 2.699 0.330 1.899 0.343
H -2.056 1.526 -2.037 0.383
H -0.779 1.605 0.659 0.187
H 2.793 0.270 -2.550 0.473
H 3.228 -0.749 -0.508 0.509
H 3.816 -2.213 -0.557 0.470
H -1.520 -0.493 -2.748 0.500
H -0.937 -0.009 -4.106 0.465
H 0.217 0.274 2.110 0.509
H -3.361 0.279 -0.402 0.258
H -0.154 -2.714 -0.882 0.518
H -2.864 1.576 0.988 0.208
H 0.684 2.855 -0.069 0.494
H -2.632 -0.192 1.212 0.227
H 2.176 -0.539 2.271 0.097
H 2.464 1.099 2.560 0.151
H 1.062 -1.369 0.279 0.347
H -1.854 -3.661 0.990 0.474
H -2.587 -1.550 -0.772 0.487
H 0.451 2.490 3.182 0.492
H -0.418 1.587 -1.943 0.374
H 0.769 3.645 2.082 0.500
H -1.125 -2.391 0.834 0.510
H -0.846 0.193 3.215 0.473
H 1.269 -3.028 -0.342 0.469
H 1.607 -0.059 -1.849 0.479
H -3.550 -2.182 0.136 0.476
H -0.560 3.729 0.210 0.492
```

=====

Which is the most stable structure? #i is the most stable.

=====

#i
# C40H34N2O5S4Sb2Tl

A molecular structure, C40H34N2O5S4Sb2Tl (ωB97M-V with the def2-TZVPD basis set, the OMol25 dataset).

Values from the calculation:
HOMO-LUMO gap (alpha / beta): 4.7 / 4.1 eV
total charge: -1

Structure (XYZ):
```
88
Properties=species:S:1:pos:R:3:mulliken_charge:R:1
Tl 0.513 2.092 0.843 0.622
Sb 1.566 -1.055 -0.628 0.172
Sb -0.670 -0.374 -2.692 0.738
S 3.279 1.686 0.030 -0.257
S -0.748 4.714 1.436 -0.243
S 0.330 6.951 0.287 -0.249
S 0.921 4.324 -1.048 -0.284
O -1.887 -0.025 8.461 -0.605
O 0.239 -2.097 1.932 -0.427
O 1.320 -0.172 2.264 -0.471
O 2.180 3.240 2.267 -0.589
O -2.004 -2.186 8.374 -0.610
N 3.354 3.613 1.882 0.442
N -1.676 -1.098 7.897 0.984
C -2.722 0.948 -4.692 -0.196
C -2.055 0.836 -1.593 0.149
C -1.507 -3.692 1.718 -0.339
C -3.133 0.207 -0.985 -0.901
C 1.375 -4.861 -2.933 -0.705
C -2.855 -4.003 1.702 -0.508
C 2.178 0.243 -3.462 -0.327
C -0.778 -2.306 5.990 -0.473
C 0.945 1.032 -3.052 -0.693
C -3.401 -1.691 2.009 -0.834
C -2.553 0.994 -7.084 -0.448
C 0.237 5.271 0.154 0.213
C -1.968 2.219 -1.577 -0.217
C 3.928 4.651 2.509 -0.249
C 2.205 -5.404 -0.752 -0.642
C 2.067 -4.080 -0.376 -0.504
C -3.207 1.360 -5.921 -0.698
C -0.932 -0.197 -5.785 -0.472
C 0.143 -1.092 4.124 0.256
C -1.416 0.209 -7.016 -0.585
C -0.008 0.113 4.838 -0.949
C 5.286 3.430 0.505 -0.928
C 4.013 2.977 0.866 0.048
C 1.260 -3.536 -2.555 -0.047
C 0.629 -1.045 2.764 0.478
C -1.574 0.178 -4.616 0.281
C 1.603 -3.131 -1.274 0.380
C -1.110 -2.375 1.905 0.381
C 2.851 -0.515 -2.323 -1.175
C 1.858 -5.797 -2.034 -0.388
C -0.212 -2.305 4.744 -0.170
C -4.012 2.338 -0.320 -0.829
C -3.803 -3.008 1.863 -0.622
C -1.030 -1.091 6.644 -0.100
C -4.112 0.957 -0.356 -0.436
C 5.162 5.135 2.155 -0.743
C -2.941 2.968 -0.935 -0.589
C -2.058 -1.366 2.026 -0.134
C 5.861 4.513 1.125 -0.282
C -0.610 0.117 6.069 -0.415
H 5.786 2.905 -0.294 0.439
H -3.153 -5.032 1.577 0.414
H 0.001 -3.240 4.246 0.505
H 3.343 -1.419 -2.689 0.651
H 2.594 -6.131 -0.053 0.379
H -3.239 1.241 -3.790 0.362
H 1.972 -6.828 -2.336 0.362
H 0.330 1.029 4.376 0.708
H 1.100 -5.166 -3.934 0.403
H -4.964 0.464 0.096 0.499
H -2.861 4.044 -0.918 0.500
H 1.147 1.622 -2.156 -0.048
H -0.773 1.033 6.616 0.513
H -1.744 -0.335 2.134 0.478
H 2.332 -3.767 0.625 0.402
H -4.852 -3.263 1.863 0.404
H 0.901 -2.810 -3.277 0.121
H 5.568 5.988 2.674 0.387
H -1.154 2.716 -2.088 0.471
H -0.036 -0.805 -5.738 0.234
H 1.895 -0.458 -4.256 0.086
H -4.094 1.975 -5.971 0.390
H -3.208 -0.876 -1.010 0.378
H -2.927 1.322 -8.043 0.350
H -0.754 -4.455 1.605 0.482
H -0.904 -0.082 -7.923 0.392
H -4.135 -0.907 2.117 0.489
H -1.038 -3.227 6.491 0.491
H 6.830 4.877 0.819 0.374
H -4.775 2.924 0.173 0.402
H 3.328 5.082 3.297 0.430
H 3.608 0.118 -1.860 0.554
H 0.646 1.714 -3.850 0.749
H 2.908 0.934 -3.894 0.442
```

=====

#ii
# C40H34N2O5S4Sb2Tl

A molecular structure, C40H34N2O5S4Sb2Tl (ωB97M-V with the def2-TZVPD basis set, the OMol25 dataset).

Values from the calculation:
HOMO-LUMO gap (alpha / beta): 5.8 / 5.8 eV
total charge: -1

Structure (XYZ):
```
88
Properties=species:S:1:pos:R:3:mulliken_charge:R:1
Tl 1.211 0.440 -0.697 0.739
Sb -0.084 -2.676 -0.091 0.347
Sb -3.346 0.019 0.149 0.958
S 4.622 0.295 -4.144 -0.306
S 2.758 1.593 1.337 -0.418
S 4.130 -1.001 -1.358 -0.167
S 2.547 0.873 -3.235 -0.075
O 0.574 -0.385 1.600 -0.077
O 1.815 8.595 1.610 -0.627
O -1.765 3.136 -1.484 -0.731
O -0.255 2.271 -0.050 0.018
O 0.613 9.418 0.031 -0.631
N 0.794 0.343 2.677 0.141
N 1.021 8.478 0.693 0.998
C -1.613 -3.653 1.117 -1.773
C 1.443 -4.059 0.585 0.895
C -3.225 -1.711 1.487 -0.573
C 3.465 -5.853 1.319 -0.479
C 1.935 2.027 3.892 -0.753
C -0.854 3.217 -0.650 -0.055
C 0.438 -3.578 -2.963 -0.503
C -2.931 -2.407 -3.575 -0.621
C -1.446 -5.595 -3.189 -0.720
C 2.631 -4.133 -0.139 -0.480
C -1.838 -0.086 -2.535 -0.186
C 0.542 7.137 0.355 0.083
C 0.169 0.806 4.928 -0.810
C 1.285 -4.897 1.686 -0.367
C 3.636 -5.019 0.222 -0.783
C -3.050 -3.150 0.987 0.135
C -0.397 -3.854 -1.882 0.863
C 1.772 1.299 2.694 0.471
C 3.842 -0.117 -2.682 0.328
C 2.287 -5.791 2.048 -0.700
C -2.008 -1.687 -4.322 -0.432
C -3.300 -1.971 -2.310 -0.113
C -5.410 -0.357 -0.433 0.117
C 1.040 6.046 1.054 -0.415
C -1.471 -0.516 -3.805 -0.807
C -7.251 0.323 -1.852 -0.624
C -1.348 -4.862 -2.013 -0.281
C 0.348 -4.313 -4.138 -0.756
C -8.024 -0.727 -1.370 -0.395
C 0.022 0.109 3.761 -0.200
C -5.958 0.506 -1.384 -0.556
C -6.196 -1.403 0.042 -0.023
C -0.594 -5.326 -4.251 -0.488
C -7.494 -1.590 -0.423 -0.661
C -0.859 5.720 -0.953 -0.351
C 0.580 4.780 0.735 -0.125
C -0.402 6.990 -0.651 -0.476
C -0.375 4.614 -0.263 -0.115
C -2.744 -0.814 -1.765 -0.446
C 1.153 1.796 4.994 -0.255
H -3.689 -3.808 1.588 0.455
H 4.554 -5.052 -0.353 0.416
H -1.452 0.856 -2.160 0.703
H -0.669 -5.901 -5.166 0.350
H 2.143 -6.441 2.903 0.379
H 0.379 -4.861 2.277 0.298
H -5.357 1.327 -1.764 0.431
H 1.781 6.209 1.821 0.481
H 1.167 -2.775 -2.891 0.383
H -7.658 0.998 -2.595 0.378
H -4.056 -2.526 -1.765 0.444
H -1.718 -2.039 -5.305 0.383
H -4.136 -1.602 2.081 0.614
H 2.777 -3.495 -1.002 0.229
H -2.393 -1.447 2.146 -0.597
H -2.190 -6.379 -3.274 0.411
H -5.797 -2.095 0.775 0.199
H -3.369 -3.313 -3.979 0.397
H -1.294 -3.532 2.156 0.531
H -2.025 -5.085 -1.195 0.117
H -3.385 -3.258 -0.047 -0.230
H -1.544 -4.710 0.854 0.851
H -1.599 5.553 -1.724 0.478
H -0.712 -0.670 3.626 0.233
H -9.035 -0.872 -1.733 0.353
H -8.088 -2.415 -0.047 0.373
H -0.768 0.066 -4.389 0.455
H 0.962 3.901 1.239 0.256
H 4.247 -6.545 1.605 0.362
H 1.009 -4.090 -4.967 0.438
H 2.710 2.779 3.895 0.433
H -0.477 0.584 5.765 0.422
H 1.291 2.377 5.897 0.365
H -0.754 7.865 -1.177 0.472
```

=====

Which is the most stable structure? #ii is the most stable.